Entry 1:
Entry from OMol25: a molecular structure, C16H32MnN3OPSi (ωB97M-V with the def2-TZVPD basis set).

Its highest occupied orbital energy (alpha / beta) is -6.038 / -6.089 eV. As for the spin multiplicity: 4. The total charge is 0.

XYZ file:
```
55
Properties=species:S:1:pos:R:3:forces:R:3:lowdin_spin:R:1
Mn -0.39814 0.25281 -0.00707 -0.325 -1.032 -1.442 2.88
Si 1.85450 -0.16425 -0.94793 -0.869 -1.178 0.871 -0.02
P -0.15669 0.44814 -2.64169 -0.213 -0.032 1.192 -0.02
N 0.18754 -1.37201 -0.73025 0.429 1.930 0.289 0.06
H -0.29073 2.30232 1.38247 -0.232 1.010 -0.260 0.00
C -1.97149 0.51253 -2.80987 -0.138 0.328 -0.226 0.00
H -2.16697 0.61868 -3.88810 -0.241 -0.051 0.270 0.00
H -2.39082 1.35534 -2.24233 0.165 -0.348 -0.216 0.00
H -2.38652 -0.43847 -2.44471 0.119 0.322 -0.110 0.00
C 0.44192 1.93727 -3.46118 -0.336 0.148 -0.753 0.00
H -0.03553 1.91626 -4.45153 0.323 0.494 0.019 0.00
H 1.53626 1.91137 -3.56055 -0.353 0.027 0.011 0.00
H 0.12554 2.82810 -2.89884 0.131 -0.315 -0.182 0.00
C 0.13548 -0.92344 -3.80028 0.210 0.028 -0.045 0.00
H -0.07609 -0.50567 -4.78891 0.064 -0.250 -0.086 0.00
H -0.56752 -1.73749 -3.58530 0.234 0.215 0.019 0.00
H 1.16180 -1.29998 -3.75341 -0.278 0.066 -0.064 0.00
C 2.55598 1.61864 -0.54994 -0.207 -1.005 -0.345 -0.02
H 2.28102 1.95113 0.45705 -0.018 -0.097 -0.229 0.00
H 2.30403 2.38024 -1.29113 0.037 -0.078 0.129 0.00
H 3.62951 1.41972 -0.57209 0.165 0.270 0.020 0.00
H 2.45908 -1.01327 0.09337 0.719 0.168 0.349 0.00
H 2.47638 -0.67363 -2.20142 -0.071 0.410 -0.104 0.00
C 0.16616 -2.72507 -0.70335 0.464 0.257 0.588 0.01
C -1.09077 -4.79302 -0.56436 1.143 -0.166 -0.191 0.00
C -1.01721 -3.42370 -0.36747 0.078 -0.182 -0.189 0.00
C 1.32536 -3.43542 -1.05708 0.212 -0.433 -0.385 0.01
C 1.26622 -4.79916 -1.28197 -0.933 -0.149 0.563 0.00
C 0.05493 -5.47814 -1.02761 0.012 -0.257 -0.081 0.00
H -2.00832 -5.33743 -0.35443 0.168 0.053 0.006 0.00
H -1.86291 -2.86472 0.02784 0.093 0.006 -0.217 0.00
H 2.26580 -2.89095 -1.18060 -0.411 -0.191 -0.138 0.00
H 2.15206 -5.32622 -1.62847 -0.190 -0.066 0.130 0.00
H 0.01880 -6.56274 -1.15210 -0.057 0.321 -0.079 0.00
C -1.00486 2.80709 0.68488 0.421 -1.471 0.071 0.01
O -1.40919 1.80011 -0.22367 0.415 -0.025 0.460 0.03
C -2.20510 3.19342 1.51708 -0.133 0.642 0.625 0.00
H -2.12065 4.21592 1.91649 -0.235 -0.145 -0.260 0.00
H -2.23776 2.55044 2.39432 -0.112 -0.226 0.138 0.00
H -3.14735 3.02439 0.98893 0.199 0.341 -0.134 0.00
C -0.26245 3.88377 -0.04893 0.236 0.738 -0.197 0.00
H -0.75255 4.12954 -0.99776 -0.027 0.043 0.195 0.00
H 0.78332 3.64482 -0.24545 -0.184 -0.468 -0.200 0.00
H -0.17882 4.76936 0.56035 -0.249 0.625 0.221 0.00
C -1.06728 0.63915 5.16145 -0.068 0.065 -0.208 0.00
N 0.09636 0.13233 4.39484 -0.345 0.207 1.404 0.01
C 1.11828 -0.70013 5.06719 -0.047 -0.103 -0.422 0.00
C 0.14696 0.29364 3.11740 0.474 -0.673 -4.588 0.02
N 0.26073 0.29596 1.93005 -0.704 0.207 3.714 0.01
H -0.87224 0.44507 6.22139 -0.083 0.117 -0.312 0.00
H -2.00260 0.12965 4.87037 0.444 0.161 0.072 0.00
H -1.18110 1.72212 5.00554 0.031 -0.373 0.062 0.00
H 1.03827 -1.75348 4.71972 0.073 0.627 0.390 0.00
H 2.11587 -0.30277 4.80547 -0.430 -0.289 0.357 0.00
H 0.90350 -0.60813 6.14360 0.427 -0.227 -0.501 0.00
```
Forces are in eV/Å.

Entry 2:
Entry from OMol25: a molecular structure, C27H49MgNP2 (ωB97M-V with the def2-TZVPD basis set).

Its highest occupied orbital energy (alpha / beta) is -5.114 / -5.002 eV. The total charge is 0.

XYZ file:
```
80
Properties=species:S:1:pos:R:3:forces:R:3:mulliken_charge:R:1
P 1.42351 -2.77776 0.02748 -1.955 2.246 -0.336 1.16
P 1.85276 1.91134 0.09961 0.047 -0.485 0.302 0.55
C 0.98244 -1.04257 -0.59283 0.334 -0.996 -1.217 4.24
C 2.07912 0.01040 -0.41186 0.632 0.643 -0.128 -1.80
H 0.00047 -0.67813 -0.18777 0.285 -0.516 0.969 -1.45
H 0.88254 -1.26529 -1.69469 0.205 0.390 0.650 -2.46
H 2.81616 -0.28804 0.37807 -0.532 0.240 -0.532 0.38
H 2.60815 0.05815 -1.37137 0.186 -0.065 0.241 0.36
C 0.46730 2.80156 -0.75591 -0.487 -0.314 0.190 -0.14
H -0.13089 3.27975 0.02290 0.165 -0.066 -0.230 -0.01
H -0.20421 2.11492 -1.28090 0.177 0.342 0.159 -0.88
H 0.86209 3.58179 -1.42847 -0.221 -0.503 0.154 0.77
C 3.16376 2.60891 -0.98844 0.325 -0.069 -0.209 -1.32
H 2.73237 3.07530 -1.88708 0.380 -0.277 0.203 0.29
H 3.89476 1.84598 -1.27222 0.078 0.209 0.018 0.42
H 3.66530 3.37378 -0.38942 0.106 -0.010 -0.255 0.38
C 0.15023 -3.94252 -0.50245 -0.010 -0.609 -0.272 -1.37
H 0.16696 -4.80050 0.18927 0.033 0.249 -0.222 0.56
H 0.31050 -4.31790 -1.52382 -0.011 0.241 0.301 0.43
H -0.85517 -3.50116 -0.44993 0.335 0.124 0.082 0.20
C 3.04300 -3.34033 -0.48699 0.537 -0.330 -0.098 -1.34
H 3.72066 -2.49439 -0.66236 -0.235 -0.138 0.175 0.37
H 2.97727 -3.92104 -1.41918 -0.132 0.257 0.261 0.40
H 3.47150 -3.99623 0.28884 -0.160 0.280 -0.237 0.45
Mg -1.05958 -0.59461 -2.17979 0.005 0.844 1.735 0.80
C -0.51454 1.04545 -3.51521 1.730 1.086 -0.088 0.05
C -1.89408 0.83864 -3.47753 -2.133 -0.014 -0.044 -0.57
C -2.64500 -0.02136 -4.48110 -0.312 -0.675 -0.220 -1.00
C -1.99586 -1.43982 -4.74427 -0.892 0.275 -0.282 -1.27
C -1.22682 -2.07255 -3.60688 -1.922 -0.614 -0.355 -0.70
C 0.14608 -1.92493 -3.48164 2.034 -0.469 0.604 -0.47
C 1.01968 -0.93853 -4.21620 0.201 -0.199 -0.874 -0.33
C 0.38423 0.41612 -4.56591 0.266 0.425 -0.583 -1.33
C 1.16593 -2.55654 1.76805 0.473 -0.311 0.850 -0.64
H -0.12826 1.99660 -3.10190 -0.329 -0.734 -0.363 0.74
H -2.53843 1.47594 -2.84957 0.479 0.052 -0.460 0.63
H -2.79176 0.43871 -5.48536 0.208 0.144 0.434 0.35
H -3.67061 -0.16652 -4.08610 0.495 -0.019 -0.173 0.35
H -2.82736 -2.12604 -4.97652 0.204 0.198 -0.222 0.42
H -1.35966 -1.37800 -5.64789 -0.255 -0.170 0.505 0.26
H -1.81042 -2.68009 -2.87703 0.527 -0.286 -0.859 0.77
H 0.74258 -2.77786 -3.10228 -0.256 0.202 0.048 0.45
H 1.33723 -1.39993 -5.16703 0.198 0.088 -0.066 0.38
H 1.96985 -0.76665 -3.67111 -0.439 -0.104 0.038 0.24
H 1.20030 1.13533 -4.74515 -0.117 -0.288 0.012 0.44
H -0.10393 0.32173 -5.55479 -0.055 0.124 0.455 0.31
H 0.67281 -1.58096 1.88212 0.007 -0.153 -0.103 -0.38
H 2.11708 -2.55328 2.31066 -0.202 0.017 0.065 0.45
H 0.50061 -3.32729 2.17579 0.291 0.095 -0.062 0.49
C 1.31637 0.54042 5.66006 0.330 0.058 0.231 -1.79
C 0.92297 1.20975 4.37886 0.001 0.742 -0.170 0.07
C 1.04688 2.59690 4.19087 -0.003 -0.092 -0.292 -0.76
C 0.44928 3.21987 3.08450 0.022 -0.446 0.429 0.90
C 0.77197 4.66016 2.77822 -0.088 0.307 0.116 -1.76
C -0.41105 2.46647 2.29066 0.582 -0.863 0.012 -0.38
C -0.35598 1.03759 2.28394 -0.214 1.221 1.497 -0.77
C 0.36154 0.45583 3.36398 -0.235 0.100 -0.348 -0.09
N -1.08298 0.29465 1.40565 -0.843 -1.145 -1.525 0.53
C -2.35624 -0.23137 1.94350 0.664 0.303 -0.132 1.58
C -2.12543 -1.29979 3.00533 -0.180 -0.360 0.414 -1.54
C -3.18654 0.88392 2.59907 -0.137 -0.079 -0.123 -1.72
C -3.20013 -0.87478 0.84114 -0.196 0.303 -0.046 -1.50
H 2.39376 0.62341 5.84102 -0.097 -0.050 0.105 0.37
H 0.79352 0.98648 6.52275 0.180 -0.150 -0.318 0.33
H 1.04780 -0.51601 5.60466 0.092 0.004 0.162 0.35
H 1.60477 3.21940 4.89564 -0.070 -0.270 -0.093 0.37
H 0.18617 5.35091 3.39839 0.069 -0.033 -0.144 0.39
H 1.83416 4.84716 2.99679 -0.305 -0.014 -0.082 0.40
H 0.59838 4.91420 1.72033 -0.018 -0.143 0.367 0.30
H -1.10564 2.94635 1.61616 0.131 0.016 -0.230 0.67
H 0.37331 -0.63215 3.44384 -0.065 0.377 0.185 0.47
H -1.64782 -0.87430 3.88762 -0.128 -0.039 0.025 0.36
H -3.07496 -1.74831 3.31296 0.017 -0.058 0.094 0.52
H -1.47378 -2.09476 2.63137 -0.096 -0.016 -0.086 0.08
H -3.38776 1.67527 1.87028 -0.099 -0.092 0.051 0.31
H -4.12890 0.47192 2.98198 0.046 0.197 -0.036 0.48
H -2.63679 1.33477 3.42849 -0.058 -0.064 -0.012 0.32
H -3.43207 -0.16270 0.03397 0.104 -0.081 0.211 0.25
H -4.14912 -1.20752 1.29101 0.191 -0.015 -0.312 0.49
H -2.71630 -1.75336 0.39314 0.116 0.025 0.089 0.14
```
Forces are in eV/Å.

Entry 3:
Entry from OMol25: 3 unconnected molecules or ions with the total composition C2H13N2O2 (ωB97M-V with the def2-TZVPD basis set).

As for the energy above the lowest of the compared OMol25 structures with the same formula, charge and spin: 7.87 kcal per mole. Its highest occupied orbital energy is -14.097 eV. The total charge is +1.

XYZ file:
```
19
Properties=species:S:1:pos:R:3:forces:R:3:mulliken_charge:R:1
C -1.46058 -0.95469 -1.36136 1.345 -0.234 -0.095 -0.77
N -0.31676 -1.86053 -1.06243 -0.795 0.251 0.214 -0.50
C -1.37457 0.17493 -0.35549 -0.541 0.125 -0.200 -0.46
N -0.01143 0.79913 -0.44650 -0.519 -1.011 0.441 -0.20
H -2.43656 -1.43542 -1.33428 -0.093 0.106 -0.071 0.36
H -1.24708 -0.55535 -2.35291 -0.469 0.044 -0.211 0.42
H -0.59690 -2.39357 -0.24699 0.313 -0.251 0.093 0.21
H -0.17655 -2.53415 -1.80545 -0.033 0.034 -0.065 0.25
H -1.49778 -0.21975 0.64027 -0.039 0.109 0.391 0.27
H -2.12017 0.94836 -0.54688 0.062 -0.104 0.069 0.42
H 0.63071 0.32880 0.20074 0.211 0.201 -0.061 0.33
H 0.32247 0.55560 -1.38103 0.420 0.787 0.062 0.35
H -0.03917 1.77920 -0.17041 0.247 0.040 -0.393 0.34
H 2.79544 -0.77704 0.12836 0.188 0.245 0.070 0.34
H 3.52899 0.58229 0.03490 -0.108 -0.136 0.086 0.32
O 2.71029 0.16554 0.33361 -0.174 -0.201 -0.181 -0.67
H -0.99540 1.34912 2.90188 0.140 -0.049 -0.222 0.30
H 0.44548 1.76618 3.02123 0.168 -0.065 -0.173 0.30
O -0.17040 1.36801 2.39334 -0.323 0.108 0.247 -0.60
```
Forces are in eV/Å.

Entry 4:
Entry from OMol25: a molecular structure, C18H22BrN5O5PdS (ωB97M-V with the def2-TZVPD basis set).

As for the energy above the lowest of the compared OMol25 structures with the same formula, charge and spin: 0.00 kcal per mole. Its highest occupied orbital energy is -8.186 eV. The total charge is 0.

XYZ file:
```
53
Properties=species:S:1:pos:R:3:forces:R:3:mulliken_charge:R:1
Pd 1.04235 -0.47924 0.22570 0.034 0.054 -0.041 0.35
N 2.84212 -4.13213 0.94033 0.010 -0.063 -0.061 -0.40
C 2.40685 -2.86654 0.84466 0.076 -0.064 0.091 0.75
O 1.46543 -2.58433 0.09372 -0.101 0.142 0.046 -0.64
C 3.05059 -1.80059 1.68057 0.006 -0.077 -0.056 -0.58
C 2.90992 -0.47531 0.93656 0.005 0.126 0.041 -1.20
H 2.41926 -4.83326 0.35492 0.001 -0.007 0.017 0.27
H 3.64849 -4.36670 1.48794 -0.002 0.001 0.005 0.19
H 4.08375 -2.05877 1.93877 -0.009 -0.030 -0.009 0.41
H 2.48007 -1.77009 2.61384 -0.019 0.025 0.037 0.10
H 3.56175 -0.46249 0.05586 0.055 0.005 0.015 0.46
H 3.18449 0.35581 1.58720 -0.039 0.007 -0.026 0.54
N 2.97700 2.56032 -2.27502 0.004 0.018 -0.018 -0.64
C 1.98174 3.62318 -2.22723 -0.012 -0.075 -0.008 -0.09
C 0.62130 3.09342 -2.65726 0.101 -0.167 -0.093 0.38
O -0.41370 3.68291 -2.43491 -0.038 0.147 0.079 -0.79
O 0.64091 1.95115 -3.31249 -0.080 0.122 -0.017 -0.33
H 3.90231 2.90814 -2.47835 -0.001 0.008 0.009 0.22
H 1.56444 1.62407 -3.29607 0.016 -0.060 0.038 0.38
H 3.00584 2.04922 -1.40104 -0.014 -0.026 -0.004 0.11
H 2.24845 4.40777 -2.93760 -0.011 0.004 -0.015 0.45
H 1.85150 4.08730 -1.24920 0.001 0.011 -0.008 0.21
N -1.54294 2.69892 -0.01886 0.052 -0.094 -0.003 -0.26
C -0.81870 1.91235 0.76145 -0.023 0.101 -0.033 0.41
S 0.88981 1.80431 0.52342 -0.206 -0.108 0.097 -0.52
N -1.45967 1.27583 1.75640 0.067 -0.072 -0.067 -0.14
C -0.85506 0.38403 2.69653 -0.048 -0.019 -0.053 -0.13
C -0.03068 0.88256 3.69253 0.021 -0.003 -0.011 -0.04
C 0.52461 0.00911 4.61400 0.000 -0.003 0.006 -0.60
C 0.23558 -1.34850 4.55231 0.031 0.003 0.003 -0.56
C -0.59705 -1.83694 3.55586 -0.021 0.014 -0.069 -0.53
C -1.13935 -0.97196 2.61434 0.034 0.017 0.039 -0.03
H -1.15046 3.05538 -0.89046 -0.004 0.066 0.028 0.26
H -2.53552 2.79606 0.12618 0.001 -0.004 0.002 0.20
H -2.45538 1.15773 1.63528 0.015 0.005 -0.006 0.33
H 0.17747 1.94333 3.73182 -0.001 -0.004 -0.002 0.45
H 1.17226 0.39247 5.39151 0.002 -0.003 0.003 0.38
H 0.65846 -2.02477 5.28439 0.000 0.002 -0.001 0.42
H -0.81808 -2.89504 3.49806 0.003 0.008 0.003 0.41
H -1.74925 -1.33802 1.79802 0.014 -0.001 -0.002 0.18
Br -6.30393 -0.83652 -1.35439 -0.014 0.002 0.007 -0.21
C -4.68204 -0.94465 -2.32887 0.025 0.000 0.001 -0.12
C -4.71505 -1.11499 -3.70314 -0.018 -0.003 -0.012 -0.15
N -3.60851 -1.19382 -4.43536 -0.003 0.000 0.006 -0.63
C -2.43856 -1.10121 -3.80791 0.036 0.009 -0.015 -0.20
C -2.31117 -0.93015 -2.43432 0.018 0.021 -0.028 0.25
C -3.46840 -0.85213 -1.67649 0.003 0.005 -0.011 -0.11
C -0.94048 -0.82076 -1.79987 -0.077 0.004 0.090 0.43
O -0.96474 -0.61011 -0.52994 0.143 -0.009 -0.052 -0.14
O 0.05910 -0.93027 -2.50029 -0.032 -0.036 0.037 -0.70
H -5.66163 -1.18963 -4.22572 0.000 0.001 0.004 0.36
H -1.54215 -1.16029 -4.41222 -0.003 0.000 0.005 0.48
H -3.40338 -0.72619 -0.60517 0.001 -0.003 0.010 0.35
```
Forces are in eV/Å.